No. 1
C5H11N | ωB97M-V/def2-TZVPD

```
17
Properties=species:S:1:pos:R:3
C 2.3491 -0.0193 0.0475
C 0.8373 0.0808 0.4055
C -0.1199 -0.9259 -0.4184
N -1.2028 0.0842 -0.5295
C -2.4404 -0.0454 0.2887
C -0.0779 1.2377 -0.2363
H 2.6492 0.6971 -0.6912
H 3.0163 -0.1997 0.9467
H 2.4884 -0.9244 -0.5512
H 0.6808 -0.0452 1.4576
H -0.2235 -1.8575 0.2437
H 0.3595 -1.0282 -1.4683
H -2.1122 -0.1242 1.3250
H -3.2491 0.5995 0.0337
H -2.6236 -1.1414 -0.0844
H 0.1807 1.7394 -1.2470
H -0.5119 1.8724 0.4780
```

## Properties
Total charge   0
Orbital gap   9.049 eV
2S+1   1

No. 2
C5H11N | ωB97M-V/def2-TZVPD

```
17
Properties=species:S:1:pos:R:3
C -0.5906 -0.8909 2.2911
C -1.4617 -0.5858 1.0511
C -0.5174 0.2710 0.3230
C 0.0264 -0.3168 -0.9258
N 0.2382 0.8051 -1.8434
C 1.6083 1.2807 -1.7667
H 0.3549 -1.3580 1.9939
H -0.3557 0.0418 2.8084
H -1.1138 -1.5721 2.9641
H -1.7970 -1.5071 0.5458
H -2.3378 -0.0104 1.3735
H -0.3341 1.5480 -1.4379
H -0.6089 -1.0910 -1.3915
H 0.9854 -0.8156 -0.6984
H 1.6954 2.2158 -2.3255
H 2.2592 0.5324 -2.2310
H 1.9492 1.4527 -0.7306
```

## Properties
Total charge   0
Orbital gap   8.450 eV
2S+1   1

No. 3
C5H11N | ωB97M-V/def2-TZVPD

```
17
Properties=species:S:1:pos:R:3
C 1.8057 -0.8827 -0.2070
C 0.6493 0.0350 0.2958
C 0.5416 1.5416 0.0264
C -0.9866 1.2542 -0.1616
N -0.6883 -0.1602 -0.4136
C -1.5448 -1.1722 0.0296
H 1.8376 -1.0765 -1.3345
H 1.7707 -1.9168 0.3090
H 2.7571 -0.2675 0.1476
H 0.4571 -0.1925 1.3392
H 0.9539 1.7482 -1.0060
H 0.8657 2.3087 0.7402
H -1.4009 1.8430 -1.0030
H -1.5734 1.4125 0.7790
H -1.8284 -1.1055 1.1050
H -2.5033 -1.1934 -0.5413
H -1.1131 -2.1761 -0.1049
```

## Properties
Total charge   0
Orbital gap   9.743 eV
2S+1   1

No. 4
C5H11N | ωB97M-V/def2-TZVPD

```
17
Properties=species:S:1:pos:R:3
C 0.0309 -0.6496 -1.7227
C -0.5483 -0.5010 -0.5136
N -1.9753 -0.6548 -0.4164
C 0.2211 -0.6447 0.8944
C 0.7078 0.7604 1.3738
C 1.4450 1.5498 0.2161
H 1.1235 -0.3480 -1.7326
H -0.3521 -0.9342 -2.7675
H -2.4675 -1.6028 -0.5957
H -2.1457 -0.2737 0.4497
H 1.1540 -1.2859 0.7452
H -0.6510 -1.1475 1.5783
H 1.2055 0.5762 2.4337
H -0.2282 1.4072 1.4561
H 1.8768 2.4059 0.7510
H 0.8185 1.7416 -0.5765
H 2.3536 0.9562 -0.3151
```

## Properties
Total charge   0
Orbital gap   9.303 eV
2S+1   1

No. 5
C5H11N | ωB97M-V/def2-TZVPD

```
17
Properties=species:S:1:pos:R:3
C 1.6039 1.1665 -0.1508
C 0.8618 0.0623 -0.3548
C 1.3467 -1.2800 0.1148
C -0.4623 0.1258 -1.0792
N -1.6176 -0.3010 -0.2928
C -1.8023 0.4796 0.9219
H 1.2755 2.1425 -0.4951
H 2.5625 1.1204 0.3562
H 1.9524 -1.1870 1.0231
H 0.5177 -1.9514 0.3563
H 1.9531 -1.7557 -0.6621
H -0.3997 -0.5128 -1.9690
H -0.6508 1.1374 -1.4610
H -1.5339 -1.2874 -0.0608
H -1.8315 1.5536 0.7122
H -1.0179 0.2783 1.6588
H -2.7577 0.2088 1.3821
```

## Properties
Total charge   0
Orbital gap   9.845 eV
2S+1   1

No. 6
C5H11N | ωB97M-V/def2-TZVPD

```
17
Properties=species:S:1:pos:R:3
C 1.1783 -1.3914 -0.6944
C 0.3908 -0.4234 0.2373
C 0.2332 -0.8298 1.6693
C -0.0697 0.7587 -0.2696
C -1.5626 0.9307 -0.0140
N 0.5650 1.7062 -1.1034
H 2.2494 -1.4693 -0.4991
H 0.6624 -2.3339 -0.5307
H 0.9718 -0.9947 -1.6895
H -0.0185 -1.8921 1.8526
H 1.2343 -0.7187 2.1319
H -0.6148 -0.2649 2.0516
H -2.1568 1.4737 -0.7680
H -1.8028 1.7581 0.7055
H -2.1436 0.0560 0.2671
H -0.1358 2.3556 -1.4380
H 1.0192 1.2791 -1.9087
```

## Properties
Total charge   0
Orbital gap   8.044 eV
2S+1   1

No. 7
C5H11N | ωB97M-V/def2-TZVPD

```
17
Properties=species:S:1:pos:R:3
C -3.0763 -0.4835 0.0089
C -1.8287 0.3898 -0.3266
C -0.5882 0.1197 0.4926
C 0.6638 0.4578 0.0979
N 1.9063 -0.2570 0.6714
C 3.1367 -0.1188 -0.1506
H -2.7501 -1.5175 0.2085
H -3.7486 -0.5443 -0.8188
H -3.5998 -0.0867 0.9110
H -1.5579 0.4266 -1.3618
H -2.1901 1.3618 -0.2055
H -0.8897 -0.6118 1.2339
H 1.8935 0.8674 -1.2512
H 2.1170 0.2847 1.4921
H 3.9385 -0.6894 0.4251
H 3.1085 -0.5661 -1.1029
H 3.4652 0.9673 -0.3242
```

## Properties
Total charge   0
Orbital gap   8.602 eV
2S+1   1

No. 8
C5H11N | ωB97M-V/def2-TZVPD

```
17
Properties=species:S:1:pos:R:3
C 0.2874 -1.8150 2.0343
C -0.4717 -0.8063 1.0391
N 0.6595 -0.0671 0.3539
C 0.0845 1.0537 -0.3583
C 0.4159 1.3416 -1.7813
C -0.9052 0.7151 -1.4812
H -0.5160 -2.4315 2.4474
H 1.0704 -2.5324 1.4995
H 0.8774 -1.3231 2.9159
H -1.1101 -1.4150 0.2683
H -1.1398 -0.0010 1.4787
H 1.1140 -0.6825 -0.3829
H 0.0618 1.9627 0.4029
H 0.3825 2.4047 -1.9811
H 1.1016 0.7267 -2.3985
H -1.8712 1.1869 -1.6381
H -1.0521 -0.3600 -1.8048
```

## Properties
Total charge   0
Orbital gap   9.922 eV
2S+1   1

No. 9
C5H11N | ωB97M-V/def2-TZVPD

```
17
Properties=species:S:1:pos:R:3
C -2.1453 0.5147 1.1174
C -0.9543 -0.5914 -1.2775
N 0.0598 -0.6266 -0.4751
C 0.5456 -0.8414 0.7572
C 1.1165 0.2716 -0.0221
C 2.4922 0.2078 -0.6323
H -2.9482 -0.2132 0.9537
H -2.2407 0.9622 2.1060
H -2.2230 1.2989 0.3562
H -1.7309 -1.3406 -1.1802
H -1.0532 0.2378 -1.9669
H -1.1648 -0.0020 1.1431
H 0.9530 -1.7320 1.2054
H 0.7346 1.2836 0.1739
H 3.1892 0.6260 0.1044
H 2.5934 0.7795 -1.5590
H 2.7761 -0.8349 -0.8043
```

## Properties
Total charge   0
Orbital gap (alpha / beta)   8.131 / 8.131 eV
2S+1   1

No. 10
C5H11N | ωB97M-V/def2-TZVPD

```
17
Properties=species:S:1:pos:R:3
C 1.7498 0.2982 -0.8468
N 0.9175 -0.3479 0.1516
C -0.1345 -1.2143 -0.3924
C -1.4297 -0.4120 -0.3314
C -1.2474 0.5212 0.8578
C 0.2747 0.5829 1.0879
H 2.0737 -0.4322 -1.5792
H 2.6558 0.7036 -0.3813
H 1.2471 1.1337 -1.3592
H 0.1005 -1.5145 -1.4104
H -0.1807 -2.1207 0.2137
H -2.3340 -1.0226 -0.2431
H -1.5361 0.1679 -1.2504
H -1.7631 0.2050 1.7690
H -1.6407 1.5166 0.6614
H 0.6721 1.6026 0.9480
H 0.5749 0.3328 2.1051
```

## Properties
Total charge   0
Orbital gap   9.346 eV
2S+1   1

No. 11
C5H11N | ωB97M-V/def2-TZVPD

```
17
Properties=species:S:1:pos:R:3
C -1.5308 1.0780 -1.8960
C -1.4117 -0.3806 -1.4622
C -0.5213 -0.4976 -0.1559
C 0.1177 -1.7012 0.0814
C 2.3040 0.5479 2.3503
N -0.3151 0.5603 0.5893
H -0.5840 1.6166 -2.0019
H -2.0674 1.1586 -2.8418
H -2.0278 1.6557 -1.1141
H -2.4169 -0.6981 -1.1835
H -1.0545 -1.0550 -2.2446
H -0.0133 -2.5826 -0.5372
H 0.4882 -1.8210 1.0964
H 1.3228 0.8635 1.9763
H 2.7364 1.2374 3.0634
H 2.8618 0.4183 1.4184
H 2.1120 -0.4001 2.8619
```

## Properties
Total charge   0
Orbital gap   5.844 eV
2S+1   1

No. 12
C5H11N | ωB97M-V/def2-TZVPD

```
17
Properties=species:S:1:pos:R:3
C -1.8640 -0.4563 -0.9856
N -0.8639 0.2283 -0.2448
C -0.5052 1.2661 0.6246
C 0.4443 0.1337 0.2452
C 0.7554 -0.9694 1.2445
C 1.5821 0.4339 -0.7165
H -1.6341 -0.4645 -2.0629
H -1.9846 -1.5011 -0.6601
H -2.8262 0.0474 -0.8541
H -0.8976 1.3050 1.6486
H -0.3207 2.2588 0.1937
H 1.6408 -0.7446 1.8506
H 0.9572 -1.9018 0.7008
H -0.0952 -1.1463 1.9107
H 2.4702 0.7921 -0.1837
H 1.8643 -0.4732 -1.2657
H 1.2771 1.1918 -1.4456
```

## Properties
Total charge   0
Orbital gap   8.837 eV
2S+1   1

Energy above the lowest of the compared OMol25 structures with the same formula, charge and spin across the listed records, respectively: 3.078; 4.140; 1.597; 2.734; 0.919; 2.242; 6.024; 2.381; 4.423; 0.555; 5.250; 1.847 eV.